(1)
{"formula": "C18H23NO5S", "method": "the ωB97M-V functional and the def2-TZVPD basis", "charge": 0, "smiles": "CCc1ccc(S(=O)(=O)NC[C@@H](O)COc2ccc(OC)cc2)cc1", "e_above_lowest_ev": 1.782, "homo_lumo_gap_ev": 8.73, "elements": ["C", "C", "C", "C", "C", "C", "S", "O", "O", "N", "C", "C", "O", "C", "O", "C", "C", "C", "C", "O", "C", "C", "C", "C", "C", "H", "H", "H", "H", "H", "H", "H", "H", "H", "H", "H", "H", "H", "H", "H", "H", "H", "H", "H", "H", "H", "H", "H"], "xyz": [[-3.612, -3.520, -0.317], [-3.272, -2.056, -0.607], [-1.814, -1.803, -0.362], [-1.356, -1.487, 0.912], [-0.004, -1.314, 1.152], [0.894, -1.465, 0.115], [2.643, -1.363, 0.446], [3.238, -2.593, 0.002], [2.841, -0.948, 1.807], [3.180, -0.134, -0.561], [3.958, 0.937, 0.027], [3.206, 2.283, -0.021], [3.153, 2.805, -1.320], [1.792, 2.136, 0.571], [0.963, 1.619, -0.450], [-0.385, 1.592, -0.240], [-1.004, 1.815, 0.979], [-2.386, 1.750, 1.089], [-3.168, 1.464, -0.019], [-4.530, 1.360, -0.017], [-5.215, 1.581, 1.192], [-2.542, 1.251, -1.249], [-1.174, 1.314, -1.358], [0.463, -1.782, -1.158], [-0.890, -1.945, -1.393], [-4.668, -3.707, -0.499], [-3.027, -4.178, -0.955], [-3.389, -3.764, 0.719], [-3.874, -1.411, 0.034], [-3.518, -1.828, -1.645], [-2.062, -1.378, 1.721], [0.374, -1.078, 2.134], [3.557, -0.515, -1.412], [4.144, 0.680, 1.073], [4.914, 1.053, -0.488], [3.774, 3.006, 0.574], [2.478, 2.298, -1.792], [1.828, 1.460, 1.433], [1.418, 3.119, 0.886], [-0.426, 2.030, 1.863], [-2.831, 1.927, 2.056], [-5.047, 2.593, 1.572], [-4.925, 0.854, 1.959], [-6.271, 1.455, 0.960], [-3.158, 1.041, -2.108], [-0.687, 1.148, -2.306], [1.189, -1.912, -1.945], [-1.237, -2.192, -2.385]], "mulliken_charge": [-1.34, -0.90, 0.86, -0.51, -0.16, 0.07, 1.46, -0.75, -0.71, -0.16, -0.99, -0.21, -0.64, -0.82, -0.04, -0.21, -0.57, -0.56, 0.62, -0.47, -0.88, -0.55, -0.04, -0.65, -0.96, 0.42, 0.36, 0.33, 0.06, 0.46, 0.41, 0.59, 0.30, 0.44, 0.36, 0.50, 0.40, 0.33, 0.65, 0.45, 0.43, 0.35, 0.32, 0.25, 0.43, 0.43, 0.41, 0.43]}

***

(2)
{"formula": "C18H24AgN2", "method": "the ωB97M-V functional and the def2-TZVPD basis", "charge": 2, "spin_multiplicity": 2, "s_squared": 0.7886, "homo_lumo_gap_ev": [9.03, 6.28], "elements": ["C", "C", "C", "C", "C", "C", "C", "N", "C", "C", "N", "C", "C", "C", "C", "C", "C", "C", "C", "C", "H", "H", "H", "H", "H", "H", "H", "H", "H", "H", "H", "H", "H", "H", "H", "H", "H", "H", "H", "H", "H", "H", "H", "H", "Ag"], "xyz": [[4.749, 1.819, 0.213], [3.948, 0.392, 0.339], [3.357, -0.118, -1.102], [2.833, -1.656, -1.116], [1.240, -1.810, -0.798], [0.993, -1.706, 0.785], [1.811, -2.827, 1.625], [2.583, -3.627, 2.097], [-0.557, -1.838, 1.244], [-0.664, -1.025, 2.646], [-0.885, -0.195, 3.508], [-1.607, -1.229, 0.144], [-3.113, -1.381, 0.684], [-4.204, -0.402, 0.013], [-3.684, 1.063, -0.349], [-3.939, 1.564, -1.846], [-3.381, 2.992, -2.220], [-2.609, 3.852, -1.117], [-2.391, 3.316, 0.359], [-2.929, 1.903, 0.752], [4.231, 2.417, -0.619], [5.875, 1.681, 0.054], [4.600, 2.400, 1.205], [4.751, -0.348, 0.790], [3.116, 0.595, 1.121], [4.260, -0.080, -1.834], [2.558, 0.573, -1.544], [3.029, -2.100, -2.171], [3.498, -2.259, -0.390], [0.720, -0.981, -1.395], [0.922, -2.807, -1.263], [1.329, -0.639, 1.099], [-0.893, -2.935, 1.412], [-1.556, -1.812, -0.859], [-1.254, -0.156, -0.047], [-3.445, -2.463, 0.416], [-3.234, -1.299, 1.823], [-4.658, -0.918, -0.901], [-5.044, -0.257, 0.807], [-4.502, 0.898, -2.607], [-3.533, 3.332, -3.300], [-2.182, 4.889, -1.398], [-1.822, 3.935, 1.142], [-2.789, 1.428, 1.796], [4.475, -2.180, 0.800]], "lowdin_spin": [0.00, 0.00, 0.00, 0.00, 0.00, 0.00, 0.00, 0.00, 0.00, 0.00, 0.00, 0.01, 0.02, 0.04, 0.31, 0.08, 0.02, 0.37, 0.01, 0.11, 0.00, 0.00, 0.00, 0.00, 0.00, 0.00, 0.00, 0.00, 0.00, 0.00, 0.00, 0.00, 0.00, 0.00, 0.00, 0.00, 0.00, 0.00, 0.02, 0.00, 0.00, 0.01, 0.00, 0.00, 0.00]}

***

(3)
{"formula": "C18H24B3F8N3O4", "method": "the ωB97M-V functional and the def2-TZVPD basis", "charge": 0, "smiles": "[H]/N=C(\\C)CB1OBOB(CCOCC(F)(F)C(F)(F)C(F)(F)C(F)F)O1.c1cc[nH]c1.c1cc[nH]c1", "e_above_lowest_ev": 3.210, "homo_lumo_gap_ev": 8.16, "elements": ["H", "N", "C", "C", "C", "B", "O", "B", "O", "B", "C", "C", "O", "C", "C", "F", "F", "C", "F", "F", "C", "F", "F", "C", "F", "F", "O", "H", "H", "H", "H", "H", "H", "H", "H", "H", "H", "H", "H", "H", "C", "C", "C", "N", "C", "H", "H", "H", "H", "H", "C", "C", "C", "N", "C", "H", "H", "H", "H", "H"], "xyz": [[4.637, -3.022, 2.181], [3.764, -2.478, 2.170], [3.584, -2.061, 0.942], [4.642, -2.374, -0.213], [2.334, -1.182, 0.529], [1.819, -0.213, 1.730], [2.830, 0.552, 2.441], [2.519, 1.923, 2.078], [1.198, 2.390, 2.380], [0.199, 1.397, 2.053], [-1.288, 1.953, 1.652], [-2.143, 0.896, 0.815], [-3.519, 1.333, 0.776], [-4.400, 0.451, 1.476], [-5.731, 0.360, 0.574], [-5.424, -0.230, -0.656], [-6.123, 1.700, 0.330], [-6.957, -0.318, 1.328], [-6.841, -0.180, 2.725], [-8.146, 0.363, 0.992], [-7.211, -1.846, 0.972], [-8.338, -2.244, 1.728], [-7.563, -2.059, -0.360], [-6.021, -2.825, 1.393], [-6.445, -4.139, 1.096], [-5.755, -2.800, 2.761], [0.445, -0.030, 2.104], [4.077, -2.890, -1.061], [5.410, -3.111, 0.188], [5.205, -1.452, -0.552], [1.452, -1.777, 0.145], [2.705, -0.474, -0.293], [3.369, 2.540, 1.543], [-1.884, 2.234, 2.574], [-1.088, 2.839, 0.962], [-1.761, 0.960, -0.264], [-1.990, -0.178, 1.133], [-4.619, 0.876, 2.501], [-4.025, -0.612, 1.587], [-5.083, -2.646, 0.791], [5.256, 6.357, -1.374], [6.093, 5.540, -0.572], [5.287, 4.628, 0.062], [3.995, 4.866, -0.323], [3.968, 5.915, -1.202], [5.563, 7.176, -2.006], [7.165, 5.612, -0.471], [5.521, 3.833, 0.753], [3.191, 4.350, -0.009], [3.037, 6.256, -1.628], [1.459, -4.407, -4.729], [1.567, -2.998, -4.836], [1.321, -2.473, -3.592], [1.064, -3.513, -2.738], [1.152, -4.696, -3.422], [1.592, -5.129, -5.519], [1.799, -2.431, -5.725], [1.306, -1.452, -3.241], [0.847, -3.422, -1.761], [0.987, -5.637, -2.922]], "mulliken_charge": [0.26, -0.68, 0.55, -1.03, -0.24, 0.39, -0.45, 0.78, -0.40, 0.29, -0.55, -0.35, -0.28, -0.51, 0.55, -0.29, -0.33, 0.61, -0.27, -0.31, 0.71, -0.30, -0.27, 0.13, -0.28, -0.24, -0.34, 0.21, 0.40, 0.26, 0.06, 0.23, -0.20, 0.24, 0.25, 0.21, 0.29, 0.34, 0.30, 0.26, -0.36, -0.60, -0.24, 0.10, -0.53, 0.39, 0.38, 0.35, 0.14, 0.36, -0.38, -0.47, -0.40, 0.06, -0.52, 0.39, 0.39, 0.38, 0.18, 0.38]}